DFT (ωB97M-V with the def2-TZVPD basis set) results for 16 unconnected molecules or ions with the total composition C64H176N16O16 at a distorted geometry.

Last column: Löwdin charge in e.
CARTESIAN COORDINATES (ANGSTROEM)
C (0.37412, -0.33348, -5.76202)  -0.06
C (0.82820, -0.11615, -7.19942)  -0.40
C (0.50053, 1.28167, -7.64582)  -0.22
O (-0.92130, 1.39485, -7.64024)  -0.20
C (-1.31038, 2.27937, -8.65870)  -0.14
N (2.33275, -0.30939, -7.31897)  0.04
H (0.64988, 0.44805, -5.06341)  0.05
H (0.76569, -1.28423, -5.35988)  0.06
H (-0.74594, -0.42460, -5.82965)  0.09
H (0.42473, -0.84739, -7.88131)  0.13
H (0.93870, 1.42221, -8.66063)  0.13
H (0.97690, 1.98208, -6.92083)  0.13
H (-1.11129, 1.94004, -9.71985)  0.10
H (-0.69014, 3.23148, -8.54591)  0.10
H (-2.37000, 2.56928, -8.46256)  0.09
H (2.56073, -1.11413, -6.74579)  0.04
H (2.91530, 0.43750, -6.91105)  0.06
C (4.32528, 7.19521, 1.82923)  -0.08
C (4.59804, 5.81399, 1.22267)  -0.45
C (5.97187, 5.87783, 0.55297)  -0.23
O (6.24550, 4.75854, -0.23905)  -0.20
C (7.55365, 4.65955, -0.68430)  -0.13
N (4.57042, 4.93764, 2.36147)  0.06
H (5.15604, 7.49146, 2.53261)  0.10
H (3.35122, 7.14813, 2.30577)  0.07
H (4.33187, 7.98636, 1.09766)  0.06
H (3.84296, 5.59755, 0.43745)  0.13
H (6.73405, 5.89015, 1.36194)  0.13
H (6.03152, 6.85210, 0.02602)  0.13
H (7.58629, 3.69820, -1.19688)  0.08
H (8.25698, 4.56662, 0.17350)  0.10
H (7.84980, 5.48515, -1.33368)  0.09
H (3.63698, 4.93967, 2.78232)  0.04
H (4.89629, 3.99480, 2.23447)  0.04
C (-0.70111, 7.28934, 0.57302)  -0.06
C (-1.61863, 6.11519, 0.92720)  -0.41
C (-3.04915, 6.63487, 0.69433)  -0.17
O (-3.99175, 5.56446, 0.74417)  -0.25
C (-5.04526, 5.58935, 1.72176)  -0.07
N (-1.29894, 4.91738, 0.12742)  0.07
H (-0.63125, 7.52019, -0.48946)  0.08
H (0.25734, 6.94345, 0.89558)  0.05
H (-1.01118, 8.25293, 1.01346)  0.09
H (-1.42543, 5.83243, 1.98145)  0.13
H (-3.18560, 7.20610, -0.21234)  0.13
H (-3.26607, 7.31134, 1.55024)  0.13
H (-5.69706, 6.44976, 1.61317)  0.08
H (-4.72955, 5.62836, 2.77803)  0.08
H (-5.55628, 4.65651, 1.53079)  0.08
H (-1.76352, 5.06418, -0.72378)  0.05
H (-1.92507, 4.22500, 0.55291)  0.04
C (-5.55235, 2.05669, -1.19118)  -0.04
C (-4.03530, 2.00696, -0.86175)  -0.40
C (-3.23375, 2.37626, -2.13081)  -0.25
O (-3.76734, 1.65410, -3.15543)  -0.18
C (-2.92023, 1.55409, -4.25944)  -0.09
N (-3.61169, 2.79720, 0.24379)  0.06
H (-5.90254, 1.44661, -2.03025)  0.07
H (-5.92268, 3.09059, -1.43156)  0.09
H (-6.24413, 1.84714, -0.32483)  0.06
H (-3.68066, 1.00473, -0.65221)  0.12
H (-2.13952, 2.16385, -2.00830)  0.11
H (-3.27554, 3.44155, -2.40956)  0.13
H (-2.71504, 2.50824, -4.71066)  0.09
H (-3.29729, 0.92236, -5.02135)  0.08
H (-2.03191, 1.02345, -3.95954)  0.05
H (-3.78511, 3.80076, 0.12713)  0.05
H (-3.92687, 2.50065, 1.15291)  0.06
C (1.75455, -0.86789, 2.75907)  -0.05
C (1.23367, -2.05187, 3.57436)  -0.41
C (1.70105, -1.85750, 5.01850)  -0.21
O (3.12944, -1.80396, 5.13119)  -0.20
C (3.66159, -3.08085, 4.76467)  -0.10
N (-0.23794, -1.99904, 3.53495)  0.06
H (1.15478, 0.04359, 2.98575)  0.08
H (1.68929, -0.95501, 1.65724)  0.07
H (2.77948, -0.67427, 3.03194)  0.06
H (1.65818, -3.03122, 3.23755)  0.12
H (1.30817, -2.63184, 5.74261)  0.13
H (1.41605, -0.84311, 5.40017)  0.13
H (3.64094, -3.30680, 3.70692)  0.06
H (3.18256, -3.85699, 5.36687)  0.09
H (4.69642, -3.05048, 5.08815)  0.09
H (-0.69253, -2.82499, 3.95206)  0.05
H (-0.67023, -1.23510, 4.02435)  0.05
C (2.82562, -5.99737, -2.78521)  -0.05
C (2.49164, -5.60165, -4.24627)  -0.46
C (2.09068, -4.09566, -4.28938)  -0.13
O (1.87662, -3.70714, -5.74351)  -0.24
C (0.55442, -4.16370, -6.14529)  -0.10
N (3.51523, -5.97332, -5.19848)  0.04
H (3.64409, -5.32122, -2.49273)  0.06
H (3.05617, -7.05928, -2.78761)  0.08
H (1.98465, -5.63111, -2.17787)  0.06
H (1.59571, -6.13759, -4.58329)  0.12
H (2.91198, -3.46683, -3.98296)  0.10
H (1.13149, -3.85044, -3.77788)  0.12
H (-0.16168, -3.80896, -5.38890)  0.07
H (0.56073, -5.22597, -6.20932)  0.06
H (0.24552, -3.71135, -7.08887)  0.09
H (3.34111, -5.63142, -6.13850)  0.07
H (4.41334, -5.53402, -4.93690)  0.09
C (1.83009, 3.33191, 4.48154)  -0.05
C (1.05463, 3.38193, 3.19070)  -0.43
C (-0.39086, 2.97128, 3.31539)  -0.25
O (-1.14288, 3.94954, 3.96718)  -0.20
C (-2.52616, 3.53104, 4.10904)  -0.07
N (1.10836, 4.69778, 2.49391)  0.06
H (1.39789, 4.02345, 5.22036)  0.08
H (2.92205, 3.64010, 4.38709)  0.09
H (1.63055, 2.33311, 4.89788)  0.08
H (1.50753, 2.64428, 2.47298)  0.11
H (-0.45326, 2.02552, 3.92284)  0.13
H (-0.87764, 2.75308, 2.36462)  0.11
H (-3.14643, 4.47848, 4.25206)  0.10
H (-2.52841, 2.83166, 4.93815)  0.08
H (-2.91774, 3.05803, 3.22738)  0.05
H (0.59585, 5.35734, 3.00321)  0.03
H (0.65124, 4.77689, 1.50933)  0.08
C (6.89378, 2.18502, 4.70253)  -0.06
C (7.07158, 1.01491, 3.69419)  -0.40
C (5.69999, 0.58585, 3.15155)  -0.23
O (5.29878, 1.63686, 2.37905)  -0.22
C (4.37080, 1.44461, 1.36011)  -0.08
N (8.00827, 1.48560, 2.66343)  0.02
H (6.13444, 1.92838, 5.45089)  0.07
H (6.41495, 2.98983, 4.15268)  0.06
H (7.83304, 2.57055, 5.15553)  0.08
H (7.55847, 0.16926, 4.19076)  0.13
H (5.05005, 0.41248, 4.01398)  0.12
H (5.73796, -0.35916, 2.60385)  0.12
H (3.37520, 1.10490, 1.72445)  0.08
H (4.79824, 0.77793, 0.61962)  0.09
H (4.26617, 2.45836, 0.92517)  0.09
H (8.33096, 0.77893, 1.99076)  0.07
H (7.56220, 2.15136, 2.02115)  0.07
C (5.89018, -3.89568, 1.62577)  -0.05
C (5.05998, -4.41721, 0.39721)  -0.39
C (3.64305, -4.75213, 0.84538)  -0.23
O (2.88470, -3.58204, 0.94443)  -0.18
C (1.48690, -3.82342, 0.73864)  -0.07
N (5.06389, -3.47656, -0.75386)  0.05
H (6.69227, -3.26624, 1.24566)  0.06
H (6.32924, -4.65059, 2.30644)  0.08
H (5.32800, -3.25611, 2.27519)  0.03
H (5.39813, -5.37144, 0.03135)  0.12
H (3.78839, -5.32841, 1.75085)  0.12
H (3.18695, -5.39431, 0.02983)  0.12
H (0.98734, -4.10129, 1.58952)  0.05
H (1.28930, -4.59169, -0.07045)  0.10
H (1.08216, -2.91583, 0.29895)  0.06
H (6.00037, -3.31060, -1.10103)  0.07
H (4.65973, -2.54751, -0.48729)  0.07
C (-2.81373, -6.66262, 3.89792)  -0.05
C (-3.23067, -5.20328, 3.96214)  -0.44
C (-3.28271, -4.78176, 5.46074)  -0.23
O (-3.49987, -3.42266, 5.65556)  -0.21
C (-3.70136, -3.03280, 7.01218)  -0.09
N (-2.24158, -4.30633, 3.37270)  0.03
H (-2.98531, -7.10058, 2.95112)  0.05
H (-3.41657, -7.23865, 4.65390)  0.10
H (-1.73938, -6.68302, 4.10645)  0.08
H (-4.23041, -4.99794, 3.59543)  0.11
H (-2.29243, -5.13817, 5.85997)  0.14
H (-4.13962, -5.33840, 5.94019)  0.14
H (-2.82584, -3.09964, 7.64650)  0.08
H (-4.48797, -3.58417, 7.59825)  0.11
H (-3.85150, -1.96991, 7.01636)  0.06
H (-2.61975, -3.29773, 3.41589)  0.06
H (-2.10095, -4.40399, 2.37226)  0.08
C (-7.27796, -3.81698, 3.83268)  -0.05
C (-7.67386, -4.34552, 2.41877)  -0.43
C (-6.70708, -3.82678, 1.33027)  -0.17
O (-7.11782, -2.48807, 0.92215)  -0.22
C (-6.42620, -2.07171, -0.26447)  -0.09
N (-7.57733, -5.78757, 2.44062)  0.01
H (-7.89765, -4.12636, 4.67209)  0.07
H (-7.41944, -2.73841, 3.81876)  0.06
H (-6.24018, -3.94391, 4.15881)  0.06
H (-8.68903, -3.96746, 2.17106)  0.14
H (-6.69854, -4.53075, 0.48328)  0.11
H (-5.66509, -3.76328, 1.71254)  0.12
H (-5.38430, -2.35584, -0.25536)  0.06
H (-6.53332, -0.98044, -0.33757)  0.08
H (-6.85910, -2.67224, -1.07242)  0.09
H (-8.17778, -6.15901, 3.20516)  0.09
H (-7.96390, -6.15400, 1.53131)  0.10
C (0.63116, 3.06565, -3.97396)  -0.07
C (0.82051, 4.55569, -4.12141)  -0.44
C (1.59403, 5.10079, -2.86019)  -0.14
O (1.95399, 6.49218, -3.17908)  -0.22
C (2.49339, 7.29265, -2.13508)  -0.12
N (1.43003, 4.92605, -5.40646)  0.06
H (-0.00446, 2.84978, -4.80149)  0.06
H (0.10608, 2.84888, -3.05252)  0.06
H (1.62442, 2.49268, -3.90791)  0.10
H (-0.15835, 4.97456, -4.13654)  0.12
H (2.57451, 4.51349, -2.72218)  0.13
H (0.88072, 5.07286, -1.92567)  0.13
H (2.67383, 8.24476, -2.59455)  0.08
H (3.49769, 7.01263, -1.69640)  0.09
H (1.90478, 7.40643, -1.22125)  0.07
H (1.74667, 5.87859, -5.29624)  0.06
H (2.19648, 4.27949, -5.61480)  0.07
C (-3.78946, -1.15703, 2.64699)  -0.04
C (-3.86883, 0.03462, 3.56412)  -0.44
C (-5.31550, 0.54778, 3.77204)  -0.20
O (-5.85866, 0.72721, 2.51742)  -0.20
C (-7.25215, 0.54431, 2.30503)  -0.08
N (-3.21482, -0.21569, 4.81538)  0.07
H (-2.74456, -1.28089, 2.41186)  0.05
H (-4.36443, -0.83422, 1.75706)  0.09
H (-4.23853, -2.07670, 3.06345)  0.08
H (-3.33220, 0.74525, 2.98681)  0.10
H (-5.21348, 1.50609, 4.33641)  0.13
H (-5.84900, -0.18398, 4.32077)  0.11
H (-7.51786, 0.92548, 1.31621)  0.07
H (-7.96716, 1.15742, 2.90138)  0.10
H (-7.46515, -0.51083, 2.37840)  0.07
H (-3.61771, 0.22640, 5.62846)  0.07
H (-3.18888, -1.19383, 5.04543)  0.03
C (-4.19319, -4.45338, -2.40739)  -0.07
C (-3.17065, -5.50340, -2.29559)  -0.47
C (-3.87479, -6.70458, -1.70311)  -0.26
O (-4.32443, -6.31183, -0.46189)  -0.19
C (-5.13821, -7.25019, 0.10713)  -0.15
N (-2.61601, -5.95558, -3.57936)  0.05
H (-4.53187, -4.21734, -1.39718)  0.06
H (-5.05777, -4.81007, -2.99083)  0.09
H (-3.75754, -3.62083, -3.01665)  0.10
H (-2.37902, -5.17006, -1.57464)  0.15
H (-3.17436, -7.60564, -1.54501)  0.15
H (-4.66322, -7.00560, -2.47770)  0.15
H (-6.09135, -7.39538, -0.45019)  0.10
H (-5.51356, -6.92824, 1.05234)  0.05
H (-4.63073, -8.22096, 0.28101)  0.10
H (-2.15742, -6.84948, -3.52617)  0.06
H (-1.92998, -5.31074, -3.91524)  0.05
C (5.20008, 0.09278, -4.82242)  -0.05
C (4.36260, 1.08227, -3.98418)  -0.44
C (4.48616, 0.90614, -2.48758)  -0.21
O (4.36041, -0.37912, -1.88130)  -0.19
C (3.14174, -1.05737, -2.21804)  -0.07
N (4.67166, 2.48132, -4.48205)  0.04
H (5.20849, 0.35849, -5.93320)  0.10
H (4.97366, -0.96339, -4.67734)  0.07
H (6.24629, 0.22709, -4.50404)  0.08
H (3.30095, 1.02867, -4.17482)  0.09
H (3.69578, 1.59055, -1.99711)  0.13
H (5.42090, 1.30931, -2.09737)  0.12
H (3.32558, -2.11730, -2.00670)  0.06
H (2.95722, -0.97008, -3.29500)  0.08
H (2.26028, -0.70205, -1.67588)  0.07
H (5.68356, 2.46883, -4.68883)  0.07
H (4.60686, 3.11532, -3.66699)  0.06
C (-0.83779, -0.56312, -2.18768)  -0.06
C (-0.41324, -0.70477, -0.76872)  -0.45
C (-0.26112, 0.74312, -0.26025)  -0.18
O (0.75217, 1.34839, -1.04159)  -0.20
C (1.24637, 2.45960, -0.39913)  -0.13
N (-1.33354, -1.50978, -0.03441)  0.10
H (-0.12570, 0.02418, -2.79150)  0.07
H (-1.82898, -0.02697, -2.25326)  0.08
H (-1.04824, -1.57227, -2.65862)  0.10
H (0.61022, -1.07532, -0.66364)  0.10
H (0.06061, 0.77179, 0.78103)  0.11
H (-1.22208, 1.27178, -0.33038)  0.11
H (1.61268, 2.31340, 0.62949)  0.06
H (0.50657, 3.29562, -0.33879)  0.07
H (2.02462, 2.72054, -1.12192)  0.07
H (-1.33456, -1.56160, 0.92732)  0.01
H (-2.25489, -1.41318, -0.41774)  0.06

The LUMO energy is 0.42 eV. The relative energy (zero: lowest compared OMol25 entry of this formula, charge and spin) comes out at 426.7 kJ/mol. As for the largest force on an atom: 3.69 eV/Å.